No. 1
Formula: C18H38Cl10N2O10
Source: the Open Molecules 2025 dataset
Level of theory: wB97M-V/def2-TZVPD

XYZ file:
```
78
Properties=species:S:1:pos:R:3:forces:R:3:lowdin_charge:R:1
Cl 6.593 -6.189 -18.169 0.043 0.240 0.484 0.58
C 6.571 -4.657 -17.208 -0.323 -0.148 -0.712 -0.63
C 6.992 -3.504 -18.093 -0.223 0.307 0.685 -0.69
Cl 8.669 -3.630 -18.597 0.608 -0.078 -0.264 0.56
H 7.193 -4.787 -16.328 0.173 -0.031 -0.109 0.07
H 5.540 -4.523 -16.897 -0.002 0.019 0.010 0.01
H 6.929 -2.583 -17.511 -0.143 -0.028 -0.033 0.07
H 6.369 -3.401 -18.977 -0.039 -0.169 0.014 0.07
Cl -2.395 -5.945 -18.598 -0.485 0.104 -0.177 0.53
C -0.725 -6.154 -19.165 0.312 0.375 1.130 -0.66
C 0.146 -5.012 -18.643 -0.221 -0.589 0.018 -0.71
Cl -0.341 -3.483 -19.369 0.101 0.531 -0.388 0.55
H -0.696 -6.208 -20.248 -0.074 -0.148 -0.012 0.07
H -0.432 -7.072 -18.661 0.403 -0.108 -0.434 0.04
H 1.189 -5.229 -18.864 0.003 0.187 -0.122 0.04
H 0.037 -4.860 -17.572 -0.029 -0.349 0.034 0.04
Cl 2.614 -7.514 -17.853 0.023 -0.122 -0.272 0.61
C 2.860 -8.400 -16.333 -0.216 0.373 0.875 -0.63
C 4.040 -7.864 -15.528 0.150 -0.330 -1.014 -0.60
Cl 4.042 -6.095 -15.369 -0.106 0.233 0.195 0.64
H 3.011 -9.452 -16.560 0.153 0.018 -0.022 0.07
H 1.944 -8.294 -15.753 -0.064 -0.065 -0.155 0.03
H 4.949 -8.092 -16.082 0.127 -0.168 0.327 0.05
H 4.037 -8.289 -14.529 0.090 -0.065 0.002 0.06
Cl -0.576 -6.545 -14.967 -0.208 0.214 -0.252 0.58
C 0.852 -5.923 -14.113 0.291 -0.287 0.377 -0.69
C 0.670 -6.171 -12.627 0.664 0.085 0.210 -0.62
Cl 2.271 -5.876 -11.830 -0.222 -0.062 -0.038 0.54
H 1.046 -4.872 -14.316 -0.424 0.057 -0.097 0.08
H 1.714 -6.453 -14.511 -0.167 -0.100 0.272 -0.02
H 0.402 -7.196 -12.391 -0.012 -0.070 -0.237 0.05
H -0.037 -5.503 -12.144 -0.081 0.086 -0.199 0.07
Cl 1.082 -12.842 -14.953 -0.168 -0.046 -0.158 0.57
C 0.963 -12.200 -16.629 0.740 -0.063 0.341 -0.63
C -0.307 -12.634 -17.326 0.111 0.200 0.273 -0.64
Cl -0.407 -14.416 -17.401 0.004 0.128 -0.189 0.54
H 1.857 -12.544 -17.149 -0.167 -0.313 -0.077 0.07
H 1.123 -11.129 -16.508 -0.660 0.124 -0.224 0.06
H -0.321 -12.237 -18.338 0.021 -0.095 -0.055 0.08
H -1.194 -12.295 -16.799 0.026 0.041 0.049 0.07
C 5.223 -7.997 -20.451 0.039 0.562 0.172 -0.02
N 5.250 -9.239 -21.275 -0.267 1.158 -0.159 -0.46
O 4.191 -9.626 -21.705 -0.596 -0.483 -0.049 0.06
O 6.324 -9.719 -21.526 0.629 -0.425 0.115 0.08
H 4.338 -7.406 -20.660 -0.191 -0.345 -0.226 0.09
H 6.093 -7.395 -20.689 0.193 -0.295 0.041 0.07
H 5.201 -8.250 -19.397 0.157 -0.289 0.020 0.04
C 1.583 -10.435 -11.395 0.340 -0.726 0.144 0.06
N 2.204 -10.561 -12.755 0.008 0.453 0.780 -0.45
O 1.868 -9.726 -13.572 0.048 -0.118 -0.321 0.04
O 3.023 -11.435 -12.919 -0.059 0.059 -0.175 0.03
H 2.233 -10.950 -10.693 0.136 0.136 -0.083 0.10
H 0.650 -10.994 -11.406 -0.199 0.324 -0.192 0.10
H 1.484 -9.385 -11.155 -0.213 0.034 -0.119 0.09
C 6.828 -4.545 -12.475 1.229 -0.827 0.846 -0.02
O 6.150 -5.757 -12.770 -1.123 0.351 -0.947 -0.04
C 6.549 -6.944 -12.341 1.086 0.715 0.134 -0.64
O 7.653 -7.193 -11.934 -0.075 -0.386 0.261 0.13
O 5.532 -7.771 -12.481 -0.826 -0.156 -0.083 -0.02
C 5.590 -9.044 -11.852 -0.090 -0.417 0.358 -0.01
H 7.791 -4.791 -12.013 -0.200 0.082 0.272 0.09
H 6.181 -4.026 -11.774 0.169 0.439 -0.182 0.10
H 7.111 -3.975 -13.358 -0.692 -0.082 -0.256 0.09
H 4.601 -9.488 -11.952 0.074 0.062 -0.433 0.07
H 5.731 -8.964 -10.773 0.455 0.219 -0.096 0.11
H 6.340 -9.678 -12.320 0.036 -0.035 0.128 0.09
C 8.144 -9.516 -14.957 0.140 0.474 -0.656 -0.02
O 7.293 -10.537 -14.471 0.602 -0.788 1.288 0.00
C 6.317 -11.046 -15.193 -0.843 1.177 -1.102 -0.62
O 5.907 -10.582 -16.233 0.252 -0.045 -0.235 0.10
O 5.778 -12.060 -14.561 0.338 -0.184 1.104 0.02
C 4.809 -12.860 -15.208 -0.298 -0.975 -0.152 -0.04
H 7.760 -8.536 -14.675 -0.196 0.018 -0.194 0.09
H 8.271 -9.606 -16.034 -0.197 0.172 -0.033 0.10
H 9.127 -9.604 -14.500 -0.163 -0.381 0.239 0.10
H 4.040 -13.161 -14.500 0.123 0.382 0.247 0.06
H 5.326 -13.783 -15.485 -0.159 0.163 -0.449 0.10
H 4.320 -12.371 -16.047 0.326 0.090 -0.065 0.09
```
Positions in Å, forces in eV/Å.

SMILES   C[N+](=O)[O-].C[N+](=O)[O-].COC(=O)OC.COC(=O)OC.ClCCCl.ClCCCl.ClCCCl.ClCCCl.ClCCCl
2S+1   1
Energy above the lowest of the compared OMol25 structures with the same formula, charge and spin   0.0 kcal/mol

=====

No. 2
Formula: C18H38IrO3P2
Source: the Open Molecules 2025 dataset
Level of theory: wB97M-V/def2-TZVPD

XYZ file:
```
62
Properties=species:S:1:pos:R:3:forces:R:3:mulliken_spin:R:1
Ir -0.233 0.097 0.174 1.394 1.045 0.151 1.08
C 0.953 -0.399 1.652 2.878 -1.960 4.062 0.11
O 1.550 -0.810 2.555 -2.099 1.274 -2.831 0.06
C -1.690 -0.964 0.729 -5.774 -4.125 1.547 0.15
O -2.672 -1.545 0.955 3.481 2.188 -0.736 -0.01
C -1.233 0.810 -1.358 -2.628 1.846 -4.636 0.09
O -1.940 1.115 -2.226 2.102 -1.122 3.063 0.05
C 1.284 -3.221 -0.315 0.654 -4.324 0.831 0.20
P 0.734 -1.679 -1.212 0.973 0.004 -2.246 0.63
H 2.699 -1.324 -2.639 -0.373 -0.059 0.501 0.01
H 1.861 -2.824 0.543 0.026 0.908 -0.286 0.05
C 0.034 -2.259 -2.804 -1.086 -1.917 -0.749 0.19
H 0.709 -3.086 -3.072 0.018 0.051 0.112 0.01
C 2.200 -4.107 -1.180 -0.554 1.192 -0.640 0.09
H 3.029 -3.552 -1.643 -0.109 -0.341 0.244 0.01
H 1.620 -4.608 -1.973 0.260 -0.107 0.411 0.01
H 2.630 -4.884 -0.526 0.036 -0.017 0.061 0.05
C 0.106 -4.047 0.229 -0.460 1.440 -1.033 0.06
H -0.387 -4.613 -0.580 0.185 -0.056 0.522 0.01
C 1.979 0.634 -1.967 -0.385 0.282 0.082 0.06
H -0.632 -3.414 0.745 0.197 -0.461 0.023 0.01
H 0.519 -4.769 0.954 0.113 -0.032 0.022 0.07
C 3.422 -0.947 -0.602 -0.192 -0.113 -0.099 0.02
H 1.271 0.965 -1.157 0.873 -0.020 -1.292 -0.03
H 2.888 1.253 -1.888 -0.419 -0.107 -0.254 0.02
H 1.441 0.790 -2.914 0.428 0.023 0.254 0.00
C 2.344 -0.836 -1.704 0.383 0.197 0.510 0.12
H 4.205 -0.199 -0.815 -0.111 -0.491 0.097 0.00
H 3.853 -1.962 -0.567 0.031 0.602 0.050 0.00
H 3.004 -0.713 0.393 0.334 -0.045 -0.344 0.00
C 0.080 -1.228 -3.927 0.468 1.295 0.277 0.08
H -0.554 -0.360 -3.712 0.074 -0.180 -0.296 0.00
H -0.310 -1.707 -4.833 -0.048 -0.168 0.195 0.03
H 1.092 -0.878 -4.149 -0.172 -0.118 -0.031 0.00
C -1.384 -2.816 -2.659 0.032 0.066 0.297 0.04
H -2.076 -2.086 -2.221 0.070 0.007 -0.183 0.00
H -1.431 -3.727 -2.058 -0.010 0.014 -0.153 0.01
H -1.761 -3.064 -3.658 -0.028 -0.084 0.151 0.02
H 2.058 1.293 0.541 -0.614 1.393 -0.139 0.03
H 1.405 1.679 0.320 1.804 -0.189 0.765 0.07
C -0.319 1.654 4.095 0.100 -0.492 0.409 0.03
C -1.549 1.692 3.209 0.402 0.262 0.194 0.07
P -1.353 1.871 1.413 -1.879 -0.082 2.143 0.59
C -2.999 2.400 0.870 -0.784 1.492 -0.817 0.12
C -3.673 3.590 1.577 0.447 -0.733 0.345 0.06
C -0.159 3.249 1.221 1.076 2.595 -0.077 0.19
C -0.229 4.577 1.941 -0.531 -1.448 0.635 0.10
H 0.025 0.637 4.262 0.039 -0.029 0.081 0.00
H -0.565 2.076 5.071 -0.015 -0.092 0.034 0.01
H 0.532 2.240 3.750 0.070 0.231 -0.241 0.01
H -2.194 0.815 3.360 0.052 -0.019 -0.047 0.02
H -2.133 2.576 3.469 -0.161 0.120 -0.060 0.03
H -2.967 2.524 -0.227 -0.225 0.108 0.396 0.00
H -3.606 1.502 1.075 0.232 -0.429 0.109 0.06
H -3.132 4.529 1.389 -0.385 0.088 -0.130 0.03
H -4.695 3.655 1.174 0.138 0.356 -0.245 0.04
H -3.800 3.447 2.662 0.177 0.000 -0.453 0.00
H 0.706 2.770 1.727 -0.174 -0.542 0.138 0.11
H 0.018 3.390 0.134 -0.484 -0.093 0.329 0.00
H -0.176 4.476 3.029 0.006 -0.190 -0.063 0.00
H 0.685 5.131 1.692 0.239 0.640 -0.357 0.09
H -1.085 5.193 1.673 -0.097 0.469 -0.601 0.05
```
Positions in Å, forces in eV/Å.

Charge   +4
Energy   -1719.3699 hartree
2S+1   6